--- a ---
11
Properties=species:S:1:pos:R:3 method="wB97M-V/def2-TZVPD" lumo_energy_ha="0.0290 / -0.1500" gap_ev="7.0 / 7.1" e_homo_ev="-6.245 / -11.171" multiplicity=3 s2=2.01
C -1.6755 -0.5758 -0.1278
C 1.0627 -0.9849 0.1463
C -0.0241 0.9271 -0.4351
N -2.4766 -1.2613 0.3455
O -0.6243 2.0771 -0.0380
O 0.8071 0.3638 0.4706
H 0.0621 -1.4378 0.3109
H 1.8329 -1.2753 0.7784
H 1.4226 -0.8897 -0.9389
H 0.1880 0.7689 -1.4717
H -0.5748 2.2878 0.9597


--- b ---
11
Properties=species:S:1:pos:R:3 method="wB97M-V/def2-TZVPD" lumo_energy_ha="0.0312 / -0.0484" gap_ev="6.0 / 9.0" e_homo_ev="-5.148 / -10.309" multiplicity=3 s2=2.01
C 1.9315 0.3467 0.0336
C -2.7199 0.3494 -0.1653
C 1.3781 -0.6892 0.6387
N 2.4289 1.3780 -0.3969
O 0.9630 -1.8870 0.2418
O -1.8605 1.0858 -0.4583
H 1.8297 2.1647 -0.5874
H -2.6506 -0.6721 -0.5106
H -3.7072 0.5850 0.1676
H 1.3310 -0.5579 1.7594
H 1.0761 -2.1034 -0.7226


Most stable structure, least stable structure: b, a.


--- a ---
15
Properties=species:S:1:pos:R:3 method="wB97M-V/def2-TZVPD" total_charge=+1 lumo_energy_ha="-0.2784 / -0.2782" gap_ev="7.0 / 7.0" e_homo_ev="-14.573 / -14.559" multiplicity=1
C 0.8538 -1.3803 -0.1706
C 0.8724 1.2773 0.1163
N -1.8197 -1.0339 0.3417
N 0.2168 -0.0691 0.0395
N -0.9986 -0.1206 0.1807
O -3.0422 -0.6864 -0.0966
O -1.7844 1.8364 -0.0910
H 0.6570 -2.1591 0.5788
H 0.2217 -1.8010 -1.0499
H 1.9712 -1.1264 -0.3757
H 1.2228 1.4884 -0.9079
H 0.1018 2.0146 0.4211
H 1.8580 1.2753 0.7211
H -3.5998 -1.3194 0.2211
H -2.6910 1.9808 0.0619


--- b ---
15
Properties=species:S:1:pos:R:3 method="wB97M-V/def2-TZVPD" total_charge=+1 lumo_energy_ha=-0.1676 gap_ev=9.9 e_homo_ev=-14.464 multiplicity=1
C 2.0158 1.5532 1.0406
O 1.0318 0.8775 0.2459
N 0.0971 0.2892 0.9798
N -0.8189 -0.3701 0.4082
N -1.7833 -0.8706 1.1643
O -0.9937 -0.4216 -0.9341
C -2.2693 -0.8890 -1.2919
H 2.4507 2.2523 0.2838
H 2.8110 0.8417 1.4196
H 1.6504 2.0735 1.8561
H -1.5495 -1.2459 2.0882
H -2.4539 -1.4325 0.6274
H -2.4633 -0.8775 -2.3906
H -2.9621 -0.1144 -1.0469
H -2.3955 -1.9145 -0.9669


--- c ---
15
Properties=species:S:1:pos:R:3 method="wB97M-V/def2-TZVPD" total_charge=+1 lumo_energy_ha=-0.1873 gap_ev=9.3 e_homo_ev=-14.418 multiplicity=1
C 0.4051 0.9203 -1.0890
C -0.3815 0.8096 1.2129
N 2.3338 -0.7544 -0.1932
N 0.4667 0.4439 0.2822
N 1.3182 -0.6152 0.5901
O 2.8943 -1.9765 -0.1623
O -1.5724 -0.9603 0.6667
H 0.0586 0.0541 -1.7804
H -0.2972 1.8133 -1.1637
H 1.4243 1.1311 -1.3966
H -0.0858 0.6075 2.2605
H -1.3370 1.4077 0.9525
H -2.4899 -1.1660 0.7367
H 3.8255 -2.0269 -0.5394
H -1.1164 -1.6267 1.1378


Most stable structure, least stable structure: c, a.


--- a ---
71
Properties=species:S:1:pos:R:3 method="wB97M-V/def2-TZVPD" total_charge=-1 lumo_energy_ha=0.0793 gap_ev=6.7 e_homo_ev=-4.540 multiplicity=1
Mg -0.0182 0.1838 -0.0103
C -0.9390 3.6572 2.7745
C -0.3897 2.4231 3.4178
N 0.0731 2.4737 4.6416
C 0.5263 1.3354 5.2341
C 0.4571 0.1058 4.6454
C 0.8632 -1.1134 5.4234
O -0.2259 -1.6945 6.1570
C -0.0431 0.0207 3.3187
C -0.3266 -1.2671 2.7171
N -0.6482 -1.4489 1.4871
C -0.9748 -2.7725 1.0880
C -0.0181 -3.7842 1.0905
C -0.3106 -5.0423 0.5844
C -1.5730 -5.3106 0.0747
C -2.5487 -4.3225 0.1055
C -2.2538 -3.0667 0.6158
I -3.7713 -1.6476 0.7746
C -0.3901 1.2087 2.6332
O -0.7731 1.2447 1.4121
H -0.8655 4.4898 3.4713
H -1.9817 3.5004 2.4855
H -0.4024 3.8837 1.8505
H 0.9426 1.4448 6.2305
H 1.6365 -0.8469 6.1436
H 1.2785 -1.8813 4.7657
H -1.0349 -1.2768 5.8452
H -0.3353 -2.1318 3.3886
H 0.9783 -3.5578 1.4514
H 0.4544 -5.8092 0.5841
H -1.8025 -6.2813 -0.3479
H -3.5437 -4.5244 -0.2704
C -0.4265 5.7796 -3.2517
C -1.2944 4.5492 -3.0046
N -0.5774 3.2966 -3.1380
C 0.2081 2.7232 -2.1982
S 0.4483 3.3855 -0.6549
N 0.8147 1.6112 -2.6755
N 1.2626 0.8092 -1.7128
C 2.2154 -0.0160 -2.0268
C 2.8551 -0.0514 -3.3735
C 2.6926 -0.8691 -0.9289
C 3.7865 -1.7228 -1.0970
C 4.3340 -2.3616 -0.0034
C 3.7813 -2.1504 1.2513
C 2.6471 -1.3646 1.3231
N 2.0814 -0.7643 0.2731
H -1.0048 6.6915 -3.0773
H -0.0547 5.7947 -4.2794
H 0.4237 5.7745 -2.5695
H -2.1135 4.5158 -3.7235
H -1.7257 4.5899 -2.0050
H -0.6727 2.7626 -3.9869
H 2.6715 0.8979 -3.8678
H 2.4158 -0.8399 -3.9952
H 3.9303 -0.2228 -3.3076
H 4.2009 -1.8666 -2.0833
H 5.1927 -3.0115 -0.1244
H 4.1967 -2.5950 2.1460
H 2.1550 -1.2173 2.2769
Cl -3.1627 1.8525 -0.6699
C -2.6091 0.7045 -1.8711
C -1.5688 -0.1671 -1.5529
C -1.2909 -1.0938 -2.5598
Cl -0.0386 -2.3104 -2.2671
C -1.9104 -1.1324 -3.8057
Cl -1.4528 -2.2869 -5.0188
C -2.9121 -0.2098 -4.0799
Cl -3.7088 -0.2134 -5.6167
C -3.2760 0.7058 -3.0974
Cl -4.5535 1.8311 -3.4288


--- b ---
71
Properties=species:S:1:pos:R:3 method="wB97M-V/def2-TZVPD" total_charge=-1 lumo_energy_ha=0.0743 gap_ev=6.8 e_homo_ev=-4.797 multiplicity=1
Mg -0.2206 -1.1023 0.0980
C -1.6885 -2.3822 3.9735
C -1.2238 -0.9593 3.9967
N -1.6584 -0.1636 4.9422
C -1.2462 1.1225 4.9560
C -0.3440 1.6371 4.0659
C 0.0955 3.0668 4.2183
O 1.2858 3.2090 5.0052
C 0.1635 0.7936 3.0423
C 1.2566 1.2614 2.2214
N 1.8194 0.6400 1.2499
C 2.9682 1.2726 0.7308
C 2.8443 2.3265 -0.1777
C 3.9567 2.9148 -0.7519
C 5.2298 2.4716 -0.4211
C 5.3783 1.4662 0.5197
C 4.2585 0.8817 1.0969
I 4.5495 -0.4661 2.6691
C -0.3269 -0.5284 2.9503
O -0.0161 -1.3595 2.0223
H -2.3377 -2.5613 4.8284
H -0.8376 -3.0675 4.0014
H -2.2245 -2.5887 3.0464
H -1.6646 1.7523 5.7346
H -0.6761 3.6315 4.7406
H 0.2351 3.5408 3.2416
H 1.8620 2.4645 4.8044
H 1.6835 2.2263 2.5201
H 1.8485 2.6622 -0.4349
H 3.8244 3.7209 -1.4628
H 6.1050 2.9196 -0.8740
H 6.3656 1.1436 0.8237
C -5.1070 -1.1638 -3.7580
C -4.4440 -0.3293 -2.6696
N -4.1595 -1.0811 -1.4656
C -2.9956 -1.7251 -1.2274
S -2.7444 -2.4220 0.3218
N -2.1283 -1.7661 -2.2477
N -0.8941 -2.0333 -1.8053
C 0.0150 -2.4789 -2.5922
C -0.2006 -2.8280 -4.0303
C 1.3392 -2.6341 -1.9680
C 2.4145 -3.2356 -2.6163
C 3.6250 -3.3524 -1.9529
C 3.7427 -2.8779 -0.6573
C 2.6289 -2.2846 -0.0826
N 1.4761 -2.1552 -0.7218
H -5.3138 -0.5555 -4.6418
H -6.0505 -1.5870 -3.4068
H -4.4490 -1.9845 -4.0457
H -5.0734 0.5210 -2.3950
H -3.4981 0.0708 -3.0347
H -4.8551 -1.1660 -0.7467
H -1.2109 -2.5413 -4.3109
H -0.0799 -3.9010 -4.2062
H 0.5122 -2.3002 -4.6700
H 2.2959 -3.6058 -3.6250
H 4.4710 -3.8135 -2.4478
H 4.6660 -2.9447 -0.0988
H 2.6486 -1.8844 0.9207
Cl 0.9563 0.6738 -2.2378
C -0.4549 1.4910 -1.5636
C -1.0646 0.9079 -0.4639
C -2.1726 1.6039 0.0087
Cl -3.0161 0.9963 1.4074
C -2.6528 2.7763 -0.5759
Cl -4.0548 3.5781 0.0415
C -1.9913 3.3141 -1.6781
Cl -2.5571 4.7701 -2.4151
C -0.8657 2.6684 -2.1814
Cl -0.0221 3.3329 -3.5371


Most stable structure, least stable structure: b, a.


--- a ---
70
Properties=species:S:1:pos:R:3 method="wB97M-V/def2-TZVPD" total_charge=-2 lumo_energy_ha="0.1561 / 0.1557" gap_ev="4.3 / 5.9" e_homo_ev="-0.020 / -1.626" multiplicity=6 s2=9.02
Mn 0.9256 0.9478 1.3567
O -3.6506 2.1343 2.8246
C -4.8351 1.6539 2.2359
C -4.5942 0.8315 0.9678
C -6.0295 0.4023 0.5700
O -6.1293 -0.4093 -0.5919
C -4.0227 1.6469 -0.1996
Se -2.1479 2.1939 -0.0882
C -3.7717 -0.4361 1.1858
Se -1.8525 -0.2917 1.5895
H -3.8801 2.6602 3.5953
H -5.4991 2.4920 1.9681
H -5.3843 1.0123 2.9445
H -6.6371 1.3096 0.4435
H -6.4739 -0.1895 1.3738
H -5.8661 0.1296 -1.3440
H -4.6181 2.5569 -0.3307
H -4.1201 1.0492 -1.1102
H -3.8859 -1.0455 0.2876
H -4.1826 -1.0096 2.0216
N 0.7481 8.4245 0.9195
C 0.7443 7.2606 0.9733
C 0.7458 5.8610 1.0376
C 0.7010 5.1539 2.2825
C 0.7051 3.7951 2.2983
N 0.7463 3.0218 1.1707
C 0.7946 3.6906 -0.0223
C 0.7994 5.0449 -0.1375
H 0.6614 5.6971 3.2177
H 0.6792 3.2372 3.2261
H 0.8241 3.0726 -0.9128
H 0.8325 5.4973 -1.1197
C 1.0190 -2.5669 2.3488
Ge 1.1696 -1.5040 0.7014
C -0.0187 -2.3889 -0.6336
C 0.1079 -3.7638 -0.8217
C -0.6439 -4.4393 -1.7773
C -1.5293 -3.7387 -2.5832
C -1.6581 -2.3645 -2.4203
C -0.9153 -1.7030 -1.4522
C 2.8912 -2.1403 -0.1138
C 3.6872 -3.0136 0.5835
C 4.8650 -3.5655 0.0300
C 5.2489 -3.2441 -1.2381
C 4.4689 -2.3458 -2.0072
C 4.8438 -1.9913 -3.3277
C 4.0879 -1.1241 -4.0622
C 2.9179 -0.5644 -3.5055
C 2.5376 -0.8893 -2.2356
C 3.2924 -1.7905 -1.4415
H 1.0998 -3.6399 2.1591
H 0.0494 -2.3423 2.7908
H 1.7909 -2.2465 3.0495
H 0.8152 -4.3249 -0.2178
H -0.5313 -5.5117 -1.8959
H -2.1158 -4.2581 -3.3329
H -2.3493 -1.8061 -3.0416
H -1.0583 -0.6358 -1.3070
H 3.4189 -3.2900 1.5966
H 5.4633 -4.2493 0.6226
H 6.1501 -3.6629 -1.6739
H 5.7488 -2.4231 -3.7431
H 4.3858 -0.8589 -5.0701
H 2.3238 0.1310 -4.0853
H 1.6457 -0.4459 -1.8128
F 3.3152 1.1921 -0.1819
C 2.9606 1.1108 1.1470
F 3.7065 0.1003 1.6591
F 3.4576 2.2364 1.7097
O 1.0246 0.6676 2.9510


--- b ---
70
Properties=species:S:1:pos:R:3 method="wB97M-V/def2-TZVPD" total_charge=-2 lumo_energy_ha="0.1442 / 0.1385" gap_ev="3.5 / 5.8" e_homo_ev="0.413 / -1.997" multiplicity=6 s2=9.07
Mn 0.4760 0.3670 -0.0929
O -1.9559 3.2818 -1.0496
C -2.2507 4.2656 -0.0903
C -1.8798 3.8302 1.3271
C -2.4207 4.9461 2.2582
O -3.8414 5.0953 2.2826
C -0.3733 3.8381 1.5945
Se 0.9359 2.7573 0.6154
C -2.5087 2.5198 1.7911
Se -2.0276 0.8346 0.9002
H -2.1495 3.6139 -1.9289
H -3.3294 4.4900 -0.1096
H -1.7086 5.2024 -0.2976
H -1.9473 5.8980 1.9853
H -2.1341 4.7088 3.2829
H -4.1028 5.6046 1.5147
H -0.2360 3.6365 2.6603
H -0.0008 4.8525 1.4196
H -3.5984 2.5685 1.7169
H -2.2758 2.4000 2.8526
N 5.9784 -1.8754 4.7509
C 5.1720 -1.5298 3.9807
C 4.2052 -1.1168 3.0588
C 2.8321 -1.5157 3.1542
C 1.9274 -1.0943 2.2244
N 2.2284 -0.2829 1.1703
C 3.5347 0.1109 1.0779
C 4.5126 -0.2640 1.9493
H 2.5045 -2.1598 3.9610
H 0.8917 -1.4054 2.2738
H 3.7677 0.7643 0.2508
H 5.5236 0.0918 1.7940
C -1.9291 0.7312 -2.9929
Ge -0.7541 -0.5821 -2.0839
C -2.0321 -2.1100 -1.8555
C -2.5782 -2.6494 -3.0249
C -3.4758 -3.7087 -2.9940
C -3.8529 -4.2624 -1.7788
C -3.3262 -3.7427 -0.6061
C -2.4301 -2.6789 -0.6421
C 0.2619 -1.3986 -3.6057
C 0.1858 -0.9147 -4.8846
C 0.8192 -1.5646 -5.9687
C 1.5310 -2.7106 -5.7688
C 1.6614 -3.2472 -4.4641
C 2.4168 -4.4224 -4.2181
C 2.5594 -4.9088 -2.9517
C 1.9585 -4.2369 -1.8639
C 1.2196 -3.1095 -2.0741
C 1.0345 -2.5815 -3.3806
H -2.4417 0.2421 -3.8244
H -1.3460 1.5783 -3.3607
H -2.6635 1.1146 -2.2851
H -2.2793 -2.2482 -3.9884
H -3.8738 -4.1074 -3.9214
H -4.5480 -5.0947 -1.7477
H -3.6114 -4.1695 0.3496
H -2.0148 -2.2686 0.2661
H -0.3732 -0.0074 -5.0858
H 0.7318 -1.1454 -6.9656
H 2.0185 -3.2211 -6.5933
H 2.8890 -4.9182 -5.0605
H 3.1469 -5.8023 -2.7735
H 2.0997 -4.6054 -0.8556
H 0.7900 -2.5866 -1.2257
F 2.8318 1.7245 -1.4660
C 1.8296 0.8076 -1.6852
F 1.2543 1.2927 -2.8359
F 2.5128 -0.3102 -2.0587
O -0.4023 -0.9660 0.4751


Most stable structure, least stable structure: a, b.